(1)
55
Properties=species:S:1:pos:R:3:forces:R:3 method="wB97M-V/def2-TZVPD" smiles="CCOc1cc(NC(=S)NCCc2ccccc2)c(OCC)cc1NC(C)=O" spin_multiplicity=1 homo_ev=-7.67 gap_ev=8.20 e_tot_ev=-43664.2745 mol_weight_g_mol=401.53 de_lowest_kcal_mol=30.7 total_charge=0 lumo_energy_ev=0.5328
C -4.042371 -3.298089 -1.842426 -0.020 0.219 0.359
C -4.329614 -3.062212 -0.363304 -0.081 -0.430 -0.261
O -4.248307 -1.696214 -0.001864 0.181 0.453 0.110
C -3.023860 -1.097737 0.131797 0.110 0.230 -0.009
C -1.803521 -1.739096 0.074803 -0.171 -0.014 0.064
C -0.592015 -1.054992 0.240973 -0.237 0.711 0.231
N 0.568669 -1.823163 0.100489 0.009 -0.077 -0.286
C 1.750151 -1.877781 0.788949 -0.119 -0.045 0.203
S 2.692671 -3.215281 0.500255 0.465 -0.739 -0.186
N 2.060134 -0.922688 1.667452 -0.390 0.178 -0.237
C 3.300283 -0.886718 2.401075 0.354 0.012 0.322
C 4.071614 0.412571 2.158472 -0.092 -0.184 0.008
C 4.354695 0.711190 0.709122 -0.024 0.125 0.055
C 4.282010 2.023603 0.256734 0.027 -0.029 0.019
C 4.556167 2.338652 -1.062307 0.013 0.098 -0.066
C 4.903756 1.339489 -1.954641 0.024 0.032 -0.097
C 4.983880 0.029838 -1.513969 0.047 -0.032 -0.063
C 4.717781 -0.281870 -0.191979 0.046 -0.014 0.028
C -0.638668 0.324755 0.453336 0.019 -0.343 -0.081
O 0.518113 1.073008 0.605900 -0.431 -0.397 0.253
C 0.832172 1.920167 -0.493625 0.272 0.217 -0.562
C 1.218089 1.131305 -1.737548 -0.113 0.071 0.401
C -1.865340 0.973421 0.528915 0.052 0.023 0.059
C -3.056865 0.291584 0.372077 0.289 -0.122 -0.076
N -4.310675 0.899523 0.435616 -0.208 -0.518 -0.050
C -4.613556 2.221739 0.573589 -0.468 -0.079 -0.025
C -6.108654 2.464826 0.601355 0.116 0.228 0.030
O -3.793148 3.106797 0.662793 0.211 0.207 0.029
H -4.738552 -2.726400 -2.451090 -0.057 0.023 -0.068
H -3.031733 -2.989438 -2.097342 0.076 -0.022 -0.071
H -4.157904 -4.353426 -2.072202 0.004 -0.122 -0.050
H -5.363852 -3.336848 -0.137218 0.185 -0.028 0.024
H -3.668953 -3.667319 0.268108 -0.084 0.082 0.011
H -1.751789 -2.802680 -0.099585 -0.040 -0.114 0.009
H 0.421205 -2.687616 -0.407999 0.212 0.220 0.097
H 1.517747 -0.066224 1.643766 0.008 -0.057 -0.082
H 3.079404 -0.971455 3.472329 0.104 -0.051 -0.106
H 3.886929 -1.759136 2.105833 -0.120 0.136 0.103
H 5.019379 0.344522 2.701159 -0.070 0.041 0.096
H 3.506940 1.245226 2.585984 0.082 0.052 0.039
H 4.015787 2.810259 0.950162 -0.051 0.062 0.074
H 4.495631 3.365397 -1.393898 -0.003 0.086 -0.029
H 5.113075 1.580555 -2.986486 0.014 0.020 -0.086
H 5.256174 -0.757467 -2.201436 0.018 -0.071 -0.056
H 4.790516 -1.309623 0.127276 -0.059 -0.129 0.049
H -0.016126 2.581082 -0.707791 0.066 -0.023 0.114
H 1.677096 2.517449 -0.146096 -0.156 0.005 -0.065
H 2.039653 0.454946 -1.513550 0.111 -0.054 0.004
H 1.533545 1.815691 -2.519432 0.025 0.080 -0.128
H 0.370672 0.550739 -2.097312 -0.060 -0.053 -0.082
H -1.887399 2.036151 0.705596 0.007 0.034 0.020
H -5.073197 0.241746 0.343577 0.026 0.212 0.027
H -6.559600 1.929768 1.434315 -0.073 -0.057 0.044
H -6.562969 2.119071 -0.324715 -0.070 -0.048 -0.058
H -6.295255 3.528423 0.715982 0.026 -0.006 -0.002

(2)
59
Properties=species:S:1:pos:R:3:forces:R:3 method="wB97M-V/def2-TZVPD" smiles="COc1ccc(C)cc1N(CC(=O)Nc1ccc(S(=O)(=O)N2CCCC2)cc1)S(C)(=O)=O" spin_multiplicity=1 homo_ev=-8.70 gap_ev=9.03 e_tot_ev=-60640.5924 mol_weight_g_mol=481.60 de_lowest_kcal_mol=5.2 total_charge=0 lumo_energy_ev=0.3268
C -0.556169 2.043336 -5.777560 -0.106 0.061 -0.126
O 0.317034 1.779371 -4.700586 0.018 0.205 0.388
C -0.108125 2.109259 -3.443443 0.034 0.233 0.117
C -1.143238 2.989028 -3.167639 0.093 -0.104 -0.299
C -1.464498 3.311265 -1.858790 0.120 -0.116 0.125
C -0.763005 2.765933 -0.797278 -0.007 0.085 -0.085
C -1.102515 3.090051 0.625674 -0.001 -0.062 -0.012
C 0.257978 1.863744 -1.074486 0.034 -0.005 -0.203
C 0.588534 1.523465 -2.374720 -0.612 0.428 -0.242
N 1.573748 0.561206 -2.674215 -0.218 -0.731 -0.569
C 2.846321 0.537333 -1.992034 0.409 0.120 0.162
C 2.764610 0.159223 -0.502290 0.127 -0.060 -0.370
O 3.274449 0.844594 0.356801 0.058 0.151 0.071
N 2.065722 -0.984814 -0.305707 -0.089 -0.340 -0.147
C 1.563952 -1.491428 0.889241 -0.107 0.024 0.375
C 1.896487 -0.959889 2.135501 0.071 0.126 0.033
C 1.291223 -1.459319 3.274545 0.023 -0.052 -0.008
C 0.364722 -2.479025 3.173455 -0.345 -0.265 0.666
S -0.515647 -3.024602 4.637222 -0.170 -0.036 0.198
O 0.317706 -2.811496 5.783053 0.112 0.330 -0.154
O -1.042180 -4.333382 4.387068 -0.076 0.104 -0.362
N -1.833054 -2.010058 4.813735 0.803 -0.864 0.150
C -2.787728 -2.009803 3.728910 -0.393 -0.116 -0.507
C -2.449214 -0.784391 2.859098 -0.082 -0.009 -0.036
C -1.654763 0.146929 3.792629 -0.017 0.083 0.051
C -1.549676 -0.626526 5.121940 0.242 0.569 0.213
C 0.063905 -3.046814 1.948206 0.007 -0.091 -0.133
C 0.663671 -2.557018 0.805280 0.042 0.062 0.091
S 1.125027 -0.770536 -3.564739 0.240 -0.228 -0.300
C 2.012143 -0.622468 -5.133028 -0.351 0.050 0.722
O -0.287313 -0.760524 -3.767401 -0.024 0.293 -0.130
O 1.677503 -1.927337 -2.895030 0.344 -0.083 -0.171
H -0.651166 3.118007 -5.963316 -0.004 -0.073 0.008
H -1.541832 1.608135 -5.596714 0.013 0.012 0.006
H -0.107511 1.569581 -6.649565 -0.048 0.046 0.008
H -1.703366 3.441634 -3.969998 -0.026 0.026 -0.112
H -2.273459 4.001580 -1.671782 -0.078 0.080 0.033
H -0.199415 3.299907 1.194675 0.030 0.050 0.106
H -1.601103 2.241211 1.093839 -0.054 -0.015 0.110
H -1.763310 3.950893 0.681043 -0.045 0.060 0.065
H 0.798654 1.424974 -0.252021 0.020 -0.071 0.128
H 3.321028 1.520980 -2.062734 -0.059 -0.180 0.056
H 3.468294 -0.202302 -2.500422 0.168 0.108 0.103
H 1.793562 -1.495565 -1.148375 0.074 0.174 0.203
H 2.614004 -0.158797 2.199939 0.019 -0.013 0.011
H 1.539996 -1.073211 4.250277 0.084 0.108 0.093
H -2.723438 -2.959303 3.201814 -0.210 0.008 -0.060
H -3.790203 -1.912630 4.157310 0.063 -0.073 -0.046
H -3.356493 -0.311145 2.487389 -0.004 -0.010 -0.070
H -1.843932 -1.077547 2.001735 -0.046 0.031 -0.009
H -2.162058 1.098687 3.942084 0.046 0.054 -0.007
H -0.665742 0.349567 3.383644 -0.049 0.060 0.010
H -0.572416 -0.566610 5.596224 -0.065 0.179 0.105
H -2.304937 -0.275468 5.832048 0.101 -0.028 -0.012
H -0.632428 -3.869456 1.911604 -0.077 -0.106 -0.092
H 0.436413 -2.978651 -0.162799 -0.065 -0.074 -0.095
H 1.517371 -1.271125 -5.844070 -0.114 -0.178 -0.046
H 1.965787 0.409276 -5.448583 -0.027 0.120 -0.046
H 3.030087 -0.947930 -4.966660 0.175 -0.058 0.040

(3)
60
Properties=species:S:1:pos:R:3:forces:R:3 method="wB97M-V/def2-TZVPD" spin_multiplicity=1 homo_ev=-3.74 gap_ev=6.26 e_tot_ev=-81139.6299 mol_weight_g_mol=618.16 total_charge=-1 lumo_energy_ev=2.5174
Pd 1.083577 -0.107880 1.432445 0.748 -2.565 0.128
O -0.453470 0.289669 -3.114922 0.120 -0.062 0.062
C -1.591965 -0.413225 -3.049741 -0.085 -0.102 0.147
C -2.395634 -0.519843 -4.185336 0.076 0.125 -0.071
C -3.557988 -1.260907 -4.151620 0.037 0.006 -0.065
C -3.938231 -1.914496 -2.989794 -0.228 -0.150 0.055
C -3.164514 -1.796786 -1.852990 0.017 0.060 -0.125
C -2.001045 -1.038207 -1.859250 0.114 0.056 -0.187
C -1.174125 -0.887227 -0.634817 0.018 0.094 0.780
O -0.012516 -0.381545 -0.724890 0.288 0.135 -0.119
N -1.753925 -1.289297 0.468564 -0.635 0.280 -0.820
N -1.091170 -1.185393 1.667671 0.552 0.097 0.377
C -1.329878 -2.267899 2.299958 -0.630 -0.052 -0.643
S -2.307906 -3.416601 1.351570 -0.084 -0.763 0.739
C -2.235770 -4.718565 2.656559 0.133 0.274 -0.491
C -2.205649 -4.049177 4.006091 0.172 0.410 0.156
S -0.962709 -2.696997 3.944770 0.052 -0.262 0.160
H -0.009500 0.153291 -2.216066 -0.086 0.034 -0.196
H -2.086340 -0.008627 -5.083713 0.097 0.070 -0.113
H -4.166505 -1.343065 -5.042149 -0.038 0.014 -0.072
H -4.837764 -2.511654 -2.970063 -0.098 -0.061 -0.004
H -3.444225 -2.295629 -0.940301 -0.056 -0.015 0.140
H -1.336823 -5.313671 2.492839 -0.021 -0.068 0.101
H -3.115570 -5.347242 2.534544 -0.052 -0.078 0.052
H -1.888110 -4.726230 4.799142 -0.021 0.023 0.047
H -3.172833 -3.611213 4.262448 0.030 -0.092 -0.048
C 1.691657 -0.751498 5.003502 -0.068 -0.054 -0.057
C 2.900395 -0.209197 4.272383 -0.280 -0.123 -0.487
S 2.857338 -0.923568 2.566894 0.283 2.168 0.180
O 3.200813 -2.331972 2.750423 0.084 -1.439 0.076
C 4.385821 -0.126687 1.926138 -0.517 -0.086 0.104
C 4.274797 1.371406 2.087125 -0.096 0.144 0.042
H 1.642463 -0.380930 6.026816 0.015 0.016 0.068
H 1.728712 -1.837701 5.016553 -0.059 -0.119 0.091
H 0.781489 -0.452082 4.474556 0.072 0.004 0.094
H 3.837429 -0.510709 4.735828 0.180 -0.047 -0.010
H 2.831732 0.872912 4.195521 0.113 0.057 -0.109
H 4.397003 -0.398185 0.869606 -0.010 -0.105 0.056
H 5.241619 -0.574583 2.425033 0.053 -0.119 0.130
H 3.230319 1.654807 1.903664 0.279 0.127 0.040
H 4.888360 1.886597 1.352955 0.039 0.120 -0.066
H 4.566997 1.700178 3.081818 0.088 0.019 0.071
N -0.013407 2.234898 0.912853 -0.482 0.121 -0.139
C 0.576674 2.482058 -0.284548 0.134 0.419 0.157
S 2.180189 2.107732 -0.461790 0.406 -0.080 -0.234
N -0.185718 3.149601 -1.199063 -0.602 -0.160 0.624
C -0.047521 3.250793 -2.583734 0.212 0.119 -0.598
C -1.153917 3.712494 -3.298056 0.003 -0.015 0.167
C -1.133102 3.785106 -4.676774 -0.007 -0.012 -0.013
C -0.002182 3.388023 -5.371554 0.049 -0.010 -0.191
C 1.106039 2.950196 -4.665625 -0.108 0.125 -0.089
C 1.102677 2.901839 -3.284767 0.115 0.027 0.000
H 0.489756 1.444795 1.429095 -0.475 1.639 0.328
H -1.023628 2.154713 0.948277 0.077 -0.059 -0.134
H -1.130817 3.354918 -0.890090 0.257 -0.096 -0.030
H -2.049537 3.993176 -2.759576 -0.114 0.020 0.056
H -2.008424 4.138180 -5.208204 0.001 -0.016 0.016
H 0.013879 3.418787 -6.452730 -0.005 0.007 -0.040
H 1.995819 2.632814 -5.192176 0.036 0.009 -0.042
H 1.976866 2.569506 -2.751300 -0.089 -0.008 -0.052

(4)
60
Properties=species:S:1:pos:R:3:forces:R:3 method="wB97M-V/def2-TZVPD" smiles="CCOC(=O)c1c(NC(=O)CSc2nc3c(c(=O)n(C)c(=O)n3C)n2C(C)C)sc(C)c1C" spin_multiplicity=1 homo_ev=-7.98 gap_ev=8.46 e_tot_ev=-61577.0035 mol_weight_g_mol=493.61 total_charge=0 lumo_energy_ev=0.4835
C 1.009978 5.440162 3.609281 0.100 -0.285 -0.286
C 1.331002 4.978267 2.194817 -0.385 0.531 0.065
O 1.828347 3.641789 2.182382 0.200 -0.226 0.030
C 0.929393 2.656847 2.196279 -0.261 -0.217 -0.051
O -0.277232 2.865779 2.195797 0.052 0.257 0.018
C 1.505594 1.320675 2.181138 -0.224 -0.353 0.065
C 0.673894 0.212575 2.166333 0.190 0.032 0.026
N -0.694995 0.251159 2.181862 0.010 0.301 0.306
C -1.432471 -0.878438 2.049997 -0.107 0.217 0.329
O -0.923598 -1.979545 2.020561 -0.263 -0.110 0.067
C -2.927481 -0.640436 1.986502 -0.103 -0.270 -0.530
S -3.652397 -1.750939 0.743714 -0.405 -0.053 0.440
C -2.527611 -1.426224 -0.535771 0.099 0.147 -0.202
N -1.700997 -0.390573 -0.471176 0.081 0.269 -0.269
C -0.966523 -0.471203 -1.599573 -0.629 -1.112 -0.477
C -1.360931 -1.558682 -2.363259 0.438 0.691 0.252
C -0.760654 -1.869149 -3.621934 -0.196 0.020 0.259
O -1.045403 -2.789585 -4.367323 -0.074 -0.171 -0.092
N 0.248161 -0.952100 -3.938511 0.088 -0.107 -0.228
C 0.956389 -1.143182 -5.193723 0.128 -0.067 -0.264
C 0.667419 0.138896 -3.194155 -0.138 0.116 0.288
O 1.557133 0.864505 -3.581840 0.275 0.157 -0.133
N 0.020662 0.371046 -1.997493 0.068 0.070 -0.145
C 0.425609 1.497570 -1.186347 0.200 0.246 0.065
N -2.378062 -2.167107 -1.651053 0.159 0.418 0.218
C -3.064255 -3.382773 -2.054931 -0.361 -0.630 -0.098
C -4.564823 -3.134890 -2.171716 0.260 0.024 -0.089
C -2.746982 -4.514604 -1.081264 0.044 0.119 -0.184
S 1.529057 -1.268645 2.088397 0.691 0.444 -0.012
C 3.049721 -0.406126 2.087300 -0.438 0.196 0.004
C 4.320162 -1.183452 2.028444 0.026 0.056 -0.005
C 2.889203 0.943462 2.137871 0.051 -0.267 -0.017
C 4.020841 1.916702 2.142217 0.037 -0.063 -0.004
H 0.694842 6.479379 3.590521 -0.032 0.127 0.025
H 0.206737 4.835877 4.023806 -0.059 0.004 0.047
H 1.887506 5.345629 4.244474 0.065 0.041 0.072
H 0.435687 5.032125 1.566711 0.211 0.030 0.041
H 2.130250 5.579626 1.756696 -0.105 -0.094 0.012
H -1.073565 1.201848 2.163984 -0.044 -0.330 -0.055
H -3.397250 -0.915095 2.931456 0.023 0.014 -0.019
H -3.163544 0.389717 1.726730 0.053 -0.007 0.109
H 0.825167 -0.267661 -5.828951 0.043 -0.047 0.013
H 0.541324 -2.026757 -5.672696 0.066 0.113 0.042
H 2.020199 -1.277026 -5.000376 -0.040 0.024 -0.043
H -0.410201 1.783704 -0.552812 0.021 0.023 0.021
H 0.712088 2.315052 -1.846542 -0.050 -0.040 0.092
H 1.282573 1.231341 -0.564395 -0.018 0.045 0.015
H -2.656592 -3.626474 -3.041477 -0.076 0.096 0.227
H -5.047863 -4.024138 -2.566055 -0.085 -0.094 -0.006
H -4.993853 -2.907464 -1.198046 -0.144 -0.014 0.016
H -4.762387 -2.305503 -2.847046 -0.056 0.068 -0.041
H -3.177088 -5.441038 -1.450495 -0.057 -0.118 -0.026
H -3.159544 -4.304705 -0.097735 0.006 -0.060 0.097
H -1.671213 -4.643277 -0.988979 0.081 -0.035 0.032
H 4.099162 -2.247050 2.004147 0.133 -0.134 -0.008
H 4.941338 -0.979550 2.900355 0.072 -0.069 0.026
H 4.891072 -0.928376 1.135804 0.069 -0.070 -0.030
H 3.968297 2.559721 1.265741 0.100 0.084 -0.016
H 4.972393 1.393987 2.140505 0.109 -0.016 -0.005
H 3.966317 2.554329 3.021855 0.102 0.079 0.017